Formula: C3H9N3O
Source: OMol25
Level of theory: ωB97M-V/def2-TZVPD

Results
* gap between HOMO and LUMO (alpha / beta): 7.90 / 7.90 eV
* energy above the lowest of the compared OMol25 structures with the same formula, charge and spin: 399.3 kJ/mol
* E_tot: -359.0923 Ha

Geometry as ORCA input:
```
! wB97M-V def2-TZVPD RIJCOSX def2/J DEFGRID3
* xyz 0 1
C -1.263 -0.682 -0.056
C 0.973 -0.438 0.785
N -1.255 1.590 -2.006
N 1.963 -0.889 1.602
N 1.206 0.421 -0.192
C -0.382 -0.848 0.984
O -1.070 1.350 -0.618
H -2.259 1.529 -2.168
H -0.840 0.808 -2.526
H 2.158 0.706 -0.376
H 2.821 -0.373 1.703
H 1.736 -1.551 2.324
H 0.207 1.018 -0.490
H -2.327 -0.773 0.117
H -0.944 -0.843 -1.078
H -0.724 -1.027 1.995
*
```

Atom charges from the natural (NBO) analysis, given in e for atoms 1 to 8:
1. C -0.122
2. C 0.496
3. N -0.532
4. N -0.789
5. N -0.795
6. C -0.489
7. O -0.635
8. H 0.325